(1)
Computed, not measured: the molecule C6H8OS in a non-equilibrium geometry, with ωB97M-V/def2-TZVPD.

The calculation puts the energy above the lowest of the compared OMol25 structures with the same formula, charge and spin at 370.70 kJ/mol. For the gap between HOMO and LUMO, the calculation gives 9.739 eV. The SMILES is C1=COC[C@@H]2S[C@H]2C1. The value obtained for the lowest unoccupied orbital energy is 0.91 eV. As for the maximum force: 0.1634 hartree/bohr.

ORCA input file:
```
! RIJCOSX wB97M-V def2-TZVPD def2/J DEFGRID3
* xyz 0 1
C 1.57899 1.24118 0.04098
C 2.11417 0.02950 -0.03755
O 1.68519 -1.33034 0.07365
C 0.31245 -1.63800 -0.08433
C -0.55614 -0.47154 0.44798
S -2.27029 -0.09233 -0.05174
C -0.53751 0.62761 -0.31711
C 0.14923 1.80310 0.09578
H 2.31077 2.07810 -0.02815
H 3.16148 0.15835 -0.39921
H 0.15699 -2.66297 0.24874
H -0.05513 -1.77983 -1.21741
H -0.65257 -0.44693 1.61351
H -0.08413 0.29580 -1.36076
H -0.17380 2.15985 1.08357
H -0.18762 2.76657 -0.57615
*
```

Atom charges from the Mulliken analysis, given in e for atoms 1 to 4: -0.1877, -0.1391, -0.3666, -0.4857



(2)
Computed, not measured: a structure of composition C30H19BF16N5O8Y, with ωB97M-V/def2-TZVPD.

The calculation puts the energy above the lowest of the compared OMol25 structures with the same formula, charge and spin at 0.00 kJ/mol. For the gap between HOMO and LUMO, the calculation gives 5.696 eV. The value obtained for the lowest unoccupied orbital energy is 3.57 eV. As for the maximum force: 0.0134 hartree/bohr.

ORCA input file:
```
! RIJCOSX wB97M-V def2-TZVPD def2/J DEFGRID3
* xyz -2 1
Y 0.12941 0.64524 -1.04584
C 2.55510 2.13785 5.87768
C 2.33122 1.58384 4.49919
C 3.09710 0.54468 3.98877
C 2.88021 0.06702 2.71608
C 1.87997 0.57045 1.84872
N 1.74321 0.06623 0.58332
C 2.18646 -1.20800 0.25814
C 2.03683 -2.28568 1.15520
C 2.36917 -3.58050 0.82938
C 2.86934 -3.89010 -0.43085
C 3.21125 -5.29903 -0.82511
C 3.01813 -2.84492 -1.32831
C 2.68728 -1.52026 -1.03692
C 2.94340 -0.39564 -2.07879
O 1.92239 0.47472 -2.19326
C 3.17331 -0.96030 -3.51580
F 3.16843 0.01097 -4.43111
F 4.35668 -1.62161 -3.67632
F 2.19788 -1.81656 -3.86020
C 4.25813 0.34351 -1.66090
F 4.79579 1.05566 -2.67688
F 4.04866 1.20060 -0.66401
F 5.22902 -0.51093 -1.25258
C 1.12671 1.68475 2.35232
C 1.38336 2.12831 3.64654
C 0.12581 2.47557 1.47217
O -0.60192 1.70938 0.63222
C 0.95755 3.49977 0.61045
F 2.00098 4.02784 1.27175
F 0.23045 4.52074 0.13861
F 1.45581 2.85537 -0.47301
C -0.89705 3.30384 2.30305
F -1.89444 3.75212 1.54498
F -0.36102 4.40022 2.91094
F -1.45695 2.55496 3.27582
H 3.17131 1.46005 6.47262
H 1.61757 2.28466 6.41974
H 3.06590 3.10546 5.85832
H 3.88944 0.10507 4.58834
H 3.52480 -0.71578 2.34143
H 1.61455 -2.07983 2.13066
H 2.22571 -4.36597 1.56598
H 3.34814 -5.93457 0.05228
H 4.13369 -5.33852 -1.40764
H 2.42788 -5.75509 -1.43692
H 3.41945 -3.08210 -2.30177
H 0.82002 2.96736 4.02633
O -2.37050 -2.53921 -2.68688
C -2.23604 -1.35477 -2.39060
O -1.14824 -0.71045 -2.26098
C -3.49179 -0.52188 -2.16204
C -4.55011 -0.66104 -3.05901
C -5.67503 0.11620 -2.88292
C -5.83763 1.01485 -1.84471
C -4.77845 1.08950 -0.96790
C -3.60741 0.36602 -1.10053
N -4.91952 1.99867 0.19678
O -4.15440 1.84308 1.12200
O -5.79937 2.84050 0.14635
N -6.79768 -0.02730 -3.85029
O -7.84613 0.53149 -3.58208
O -6.63203 -0.74564 -4.81374
H -4.47501 -1.36196 -3.87591
H -6.72091 1.61690 -1.72391
H -2.81458 0.51349 -0.37978
N -1.34480 -3.23931 1.30313
C -1.50775 -2.36053 2.35508
C -1.25470 -1.12715 1.84269
N -0.94178 -1.23839 0.50918
C -1.00196 -2.51315 0.21767
H -1.44363 -4.23619 1.31995
H -1.78511 -2.69203 3.33911
H -1.26964 -0.16466 2.32588
H -0.81988 -2.93944 -0.75638
F -0.71086 2.36581 -2.34007
B -1.86817 2.85041 -3.11191
F -2.16851 1.89862 -4.07663
F -1.51679 4.06682 -3.67201
F -2.92774 2.98985 -2.21436
*
```

Atom charges from the Mulliken analysis, given in e for atoms 1 to 4: 1.1975, -1.5478, 0.3970, -1.1602



(3)
Computed, not measured: a cluster of 2 separate species, C10H20 in total in a non-equilibrium geometry, with ωB97M-V/def2-TZVPD.

The calculation puts the energy above the lowest of the compared OMol25 structures with the same formula, charge and spin at 87.32 kJ/mol. For the gap between HOMO and LUMO, the calculation gives 11.735 eV. The SMILES is C1CCCC1.C1CCCC1. The value obtained for the lowest unoccupied orbital energy is 0.96 eV. As for the maximum force: 0.0470 hartree/bohr.

ORCA input file:
```
! RIJCOSX wB97M-V def2-TZVPD def2/J DEFGRID3
* xyz 0 1
C 1.91849 -1.47789 -0.55813
C 3.38763 -1.32004 -0.84426
C 3.66760 -1.72150 -2.29145
C 2.38646 -1.55344 -3.06628
C 1.30335 -1.18676 -1.98626
H 1.60839 -0.92015 0.34642
H 1.84388 -2.55842 -0.32936
H 4.07324 -1.86539 -0.16751
H 3.63481 -0.24306 -0.77734
H 4.04466 -2.76192 -2.31972
H 4.41577 -1.07859 -2.79381
H 2.05865 -2.44676 -3.63194
H 2.56530 -0.74014 -3.79567
H 1.02995 -0.13205 -2.18195
H 0.39114 -1.80046 -2.11552
C -1.99067 1.18792 0.68648
C -2.97096 0.26514 1.35555
C -3.65768 1.23525 2.43194
C -2.66338 2.35598 2.71658
C -1.52596 2.24300 1.75077
H -2.57237 1.67877 -0.11734
H -1.14198 0.65834 0.21243
H -2.42332 -0.54991 1.86666
H -3.66389 -0.19956 0.62799
H -3.86906 0.54763 3.27332
H -4.62843 1.55676 2.00799
H -2.27676 2.40340 3.75279
H -3.06219 3.35627 2.46004
H -1.29399 3.23254 1.31209
H -0.58862 1.83505 2.17554
*
```

Atom charges from the Mulliken analysis, given in e for atoms 1 to 4: -0.5189, -0.6562, -0.4926, -0.5115



(4)
Computed, not measured: a cluster of 2 separate species, C5H10O in total in a non-equilibrium geometry, with ωB97M-V/def2-TZVPD.

The calculation puts the energy above the lowest of the compared OMol25 structures with the same formula, charge and spin at 197.38 kJ/mol. For the gap between HOMO and LUMO, the calculation gives 9.376 eV. The SMILES is C=CC(=C)C.O. The value obtained for the lowest unoccupied orbital energy is 0.55 eV. As for the maximum force: 0.0435 hartree/bohr.

ORCA input file:
```
! RIJCOSX wB97M-V def2-TZVPD def2/J DEFGRID3
* xyz 0 1
C -2.00367 -0.65018 0.68897
C -1.24642 -0.24516 -0.34182
C -0.15757 0.78560 -0.27201
C 0.28083 1.31068 0.85919
C 0.54602 1.05600 -1.57826
H -2.45813 -0.04421 1.46614
H -2.47526 -1.60440 0.50218
H -1.36298 -0.75265 -1.28926
H 1.10990 1.99685 0.75702
H -0.21676 1.14753 1.80751
H -0.01003 1.69350 -2.25693
H 0.48608 0.09950 -2.14015
H 1.61029 1.22139 -1.48552
O 1.85938 -2.24114 0.80693
H 2.68297 -2.27772 1.32683
H 1.35535 -1.49560 1.14920
*
```

Atom charges from the Mulliken analysis, given in e for atoms 1 to 4: -0.8264, -0.2779, 1.0067, -1.0069



(5)
Computed, not measured: a cluster of 2 separate species, C4H6N2O in total in a non-equilibrium geometry, with ωB97M-V/def2-TZVPD.

The calculation puts the energy above the lowest of the compared OMol25 structures with the same formula, charge and spin at 525.94 kJ/mol. For the gap between HOMO and LUMO (spin up / spin down), the calculation gives 8.742 / 8.744 eV. The value obtained for the lowest unoccupied orbital energy (spin up / spin down) is 0.45 / 0.45 eV. As for the maximum force: 0.0879 hartree/bohr.

ORCA input file:
```
! RIJCOSX wB97M-V def2-TZVPD def2/J DEFGRID3
* xyz 0 1
C 1.64572 -0.20969 0.29268
C -0.52813 -0.96463 0.15050
C 3.01276 -0.28963 -0.24089
C -2.50007 0.51351 -0.10822
N 2.18080 0.90549 0.40904
N -1.08810 0.29587 0.06050
O -0.72440 -2.15273 0.26517
H 3.91133 -0.52656 0.47109
H 3.06893 -0.28068 -1.29394
H -2.69551 1.02426 -0.98599
H -3.10013 -0.44441 -0.05904
H -2.76271 1.11229 0.77083
H -0.42048 1.01691 0.26826
*
```

Atom charges from the Mulliken analysis, given in e for atoms 1 to 4: -0.0314, 0.5755, -0.2871, -0.7847



(6)
Computed, not measured: the ion C5H10N with charge +1 in a non-equilibrium geometry, with ωB97M-V/def2-TZVPD.

The calculation puts the energy above the lowest of the compared OMol25 structures with the same formula, charge and spin at 216.90 kJ/mol. For the gap between HOMO and LUMO (spin up / spin down), the calculation gives 7.422 / 7.284 eV. The value obtained for the lowest unoccupied orbital energy (spin up / spin down) is -3.96 / -8.00 eV. As for the maximum force: 0.0746 hartree/bohr.

ORCA input file:
```
! RIJCOSX wB97M-V def2-TZVPD def2/J DEFGRID3
* xyz 1 3
C 1.64680 0.38916 0.59707
C 0.51817 0.05531 -0.08350
C 1.84550 0.41342 2.05834
C -1.48155 0.88816 -1.23732
C -1.15991 -1.51386 -0.87619
N -0.63889 -0.14314 -0.69609
H 2.45164 0.59355 -0.19416
H 1.13212 -0.21880 2.48150
H 1.79510 1.45536 2.42197
H 2.97540 0.22998 2.34989
H -1.12357 1.92397 -1.01677
H -1.63551 0.47964 -2.33420
H -2.37637 0.95843 -0.72643
H -1.51896 -1.83183 0.08388
H -1.97782 -1.54621 -1.59115
H -0.45214 -2.13316 -1.23685
*
```

Atom charges from the Mulliken analysis, given in e for atoms 1 to 4: -0.0759, 0.3611, -0.9335, -0.8313



(7)
Computed, not measured: the ion C4H8BO4 with charge -1 in a non-equilibrium geometry, with ωB97M-V/def2-TZVPD.

The calculation puts the energy above the lowest of the compared OMol25 structures with the same formula, charge and spin at 287.34 kJ/mol. For the gap between HOMO and LUMO, the calculation gives 7.684 eV. The value obtained for the lowest unoccupied orbital energy is 3.69 eV. As for the maximum force: 0.0959 hartree/bohr.

ORCA input file:
```
! RIJCOSX wB97M-V def2-TZVPD def2/J DEFGRID3
* xyz -1 1
B -0.56635 0.59626 0.25873
C 0.23870 -0.49125 -2.16088
C -0.42374 1.02405 1.92211
C 1.52136 -1.56036 -0.17676
C 0.60872 -0.39441 -0.77265
O -0.42689 -0.78255 -3.13744
O 1.25717 0.31659 -1.81386
O -1.64519 -0.50561 0.27944
O -0.92847 1.59969 -0.63899
H -1.41649 0.96344 2.30971
H 0.28268 0.33240 2.39362
H -0.15457 2.07274 2.08118
H 2.43669 -1.05554 -0.06964
H 1.43179 -2.40292 -0.75261
H 1.04068 -1.83637 0.80204
H -2.28810 -0.30470 -0.38424
H -0.96798 2.42854 -0.13976
*
```

Atom charges from the Mulliken analysis, given in e for atoms 1 to 4: 0.6649, 0.1240, -1.0562, -1.4044



(8)
Computed, not measured: a structure of composition C23H33NO6RuSi in a non-equilibrium geometry, with ωB97M-V/def2-TZVPD.

The calculation puts the energy above the lowest of the compared OMol25 structures with the same formula, charge and spin at 132.42 kJ/mol. For the gap between HOMO and LUMO (spin up / spin down), the calculation gives 4.843 / 4.643 eV. The value obtained for the lowest unoccupied orbital energy (spin up / spin down) is 2.46 / 2.47 eV. As for the maximum force: 0.0492 hartree/bohr.

ORCA input file:
```
! RIJCOSX wB97M-V def2-TZVPD def2/J DEFGRID3
* xyz -1 2
Ru -0.92095 1.11027 0.74503
O -1.00355 -0.89175 4.48315
C -1.50319 -0.54174 3.27243
O -1.69576 0.64755 2.96932
C -1.85547 -1.71516 2.38581
O -1.43047 -1.52580 1.04770
C -0.07727 -1.94473 0.79674
C 0.88940 -1.25298 1.84745
O 1.51169 -1.97917 2.61520
O 0.93155 -0.00128 1.77685
H -0.58597 -0.11213 4.87771
H -1.42201 -2.62406 2.81723
H -2.94988 -1.81218 2.33505
H -0.01601 -3.03804 0.90782
H -0.68798 -1.41648 -1.16846
C -3.06833 3.74860 -2.62378
Si -2.13611 2.78582 -1.23811
C -0.27646 3.02933 -1.68225
C -2.62764 3.67098 0.39815
C -2.43137 0.95368 -1.04746
H -2.80133 4.80066 -2.60541
H -4.14399 3.67831 -2.50665
H -2.81814 3.36204 -3.60619
H 0.06458 4.02073 -1.40099
H -0.09155 2.88885 -2.74364
H 0.33102 2.30196 -1.12471
H -1.99804 4.53916 0.57185
H -2.48588 2.98699 1.24693
H -3.66618 3.98890 0.39624
H -2.14697 0.32408 -1.89034
H -3.39190 0.63588 -0.64482
C 2.34953 -2.89711 -0.52474
C 1.29270 -2.26035 -1.44094
C 1.99158 -1.23053 -2.35280
C 0.25252 -1.47092 -0.61973
C 0.69002 -3.32703 -2.35329
C 1.55966 -4.09334 -3.13998
C 1.09044 -4.99587 -4.07493
C -0.26946 -5.16555 -4.26132
C -1.14690 -4.45306 -3.45908
C -0.67137 -3.55809 -2.51275
H 2.60058 -2.22147 0.28856
H 3.25895 -3.11381 -1.08136
H 1.98369 -3.82366 -0.09046
H 2.57340 -0.53772 -1.74823
H 1.25359 -0.66406 -2.91673
H 2.66223 -1.71543 -3.06024
H 0.60509 -0.42163 -0.52006
H 2.62897 -3.98431 -3.02808
H 1.79367 -5.56427 -4.67028
H -0.64055 -5.84493 -5.01617
H -2.21276 -4.59045 -3.58095
H -1.39635 -3.04620 -1.90124
O 0.32689 2.98155 1.24769
N 1.08351 3.02499 2.32256
C 2.43715 3.16339 2.18945
C 3.23088 3.37175 3.27317
C 2.67277 3.43453 4.56560
C 1.29331 3.20047 4.68289
C 0.52579 3.00072 3.57445
H 2.81022 3.10115 1.18027
H 4.29586 3.48355 3.13865
H 3.28532 3.62606 5.42957
H 0.82814 3.18145 5.66027
H -0.53490 2.79192 3.59235
*
```

Atom charges from the Mulliken analysis, given in e for atoms 1 to 4: 0.5387, -0.4923, 0.4445, -0.5670